Computed, not measured: C33H29BrF11N6O3Se3TeTl as an isolated structure in a non-equilibrium geometry, with ωB97M-V/def2-TZVPD.

ORCA input file:
```
! wB97M-V def2-TZVPD RIJCOSX def2/J DEFGRID3
* xyz -2 1
Tl 0.591 1.930 -0.833
C 0.321 -0.683 2.144
N 0.127 -1.223 0.810
C 1.370 -1.689 0.235
C 2.340 -0.698 -0.429
N 1.720 0.065 -1.518
C 2.398 0.387 -2.645
C 3.785 0.284 -2.889
F 4.633 -0.198 -1.953
C 4.376 0.723 -4.054
F 5.708 0.624 -4.192
C 3.638 1.262 -5.083
F 4.237 1.688 -6.215
C 2.273 1.358 -4.915
F 1.542 1.860 -5.918
C 1.673 0.925 -3.754
F 1.992 2.928 -1.940
C -0.802 -2.380 0.883
C -2.296 -2.077 0.840
N -2.749 -1.650 -0.456
C -2.968 -2.492 -1.434
C -2.783 -3.919 -1.481
F -2.295 -4.592 -0.397
C -3.085 -4.690 -2.584
F -2.897 -6.029 -2.536
C -3.565 -4.131 -3.749
F -3.863 -4.909 -4.832
C -3.746 -2.753 -3.782
F -4.206 -2.184 -4.918
C -3.476 -1.980 -2.685
F -3.680 -0.654 -2.781
H 0.753 -1.441 2.829
H 0.982 0.182 2.122
H -0.637 -0.373 2.560
H 1.967 -2.232 0.998
H 1.087 -2.396 -0.542
H 2.780 -0.001 0.296
H 3.132 -1.351 -0.796
H -0.608 -3.025 0.031
H -0.569 -2.952 1.803
H -2.842 -2.968 1.191
H -2.530 -1.283 1.555
C -1.129 5.312 5.377
C -0.522 6.442 4.545
N -0.242 6.031 3.178
C 0.832 5.197 2.959
C 1.152 4.650 1.772
C 2.046 3.404 1.749
O 3.152 3.425 2.282
O 1.436 2.379 1.255
C 0.369 5.003 0.597
O 0.529 4.508 -0.507
C -0.806 5.838 0.864
C -1.722 6.001 -0.165
C -3.024 6.278 0.101
F -3.842 6.460 -0.970
C -3.491 6.364 1.426
C -2.520 6.469 2.414
C -1.181 6.172 2.164
N -4.853 6.282 1.806
C -5.795 5.971 0.720
C -7.214 6.071 1.228
N -7.395 5.091 2.334
C -6.447 5.362 3.446
C -5.044 5.303 2.896
H -1.429 5.676 6.363
H -0.400 4.512 5.514
H -1.995 4.882 4.871
H 0.421 6.760 4.989
H -1.186 7.303 4.518
H 1.415 4.940 3.837
H -1.410 5.805 -1.182
H -2.835 6.648 3.433
H -5.599 4.969 0.328
H -5.693 6.702 -0.072
H -7.904 5.818 0.424
H -7.415 7.075 1.604
H -7.117 4.083 1.922
H -8.358 5.032 2.650
H -6.566 4.579 4.195
H -6.671 6.338 3.879
H -4.840 4.302 2.513
H -4.356 5.506 3.710
Se -1.611 2.142 -0.436
Se -1.940 2.602 1.662
Te -6.533 1.905 1.290
Se -4.013 2.242 0.720
Br -0.179 1.245 -3.565
*
```

Properties
Maximum force ... 5.12 eV/A
Kohn-Sham gap ... 3.306 eV
Energy above the lowest of the compared OMol25 structures with the same formula, charge and spin ... 109.84 kcal/mol
Electronic energy ... -13146.39351 a.u.
HOMO energy ... -0.8 eV